Entry 1:
ORCA calculation (ωB97M-V with the def2-TZVPD basis set) on one molecule with the formula C14H15ClN4O3 in a non-equilibrium geometry.

```
37
Properties=species:S:1:pos:R:3:nbo_charge:R:1
C 1.94 1.38 1.04 -0.19
H 1.54 1.87 0.22 0.21
O 2.00 -0.15 0.67 -0.51
C 0.77 -0.80 0.84 0.38
C 0.89 -2.13 1.14 -0.31
C 0.02 -2.85 1.61 0.32
C -1.36 -2.30 1.66 0.23
C -1.51 -1.28 1.03 -0.25
C -0.50 -0.34 0.60 -0.22
C -1.04 0.86 0.11 0.11
N -0.12 1.58 -0.79 -0.28
N -0.78 2.63 -1.49 -0.37
C -0.43 3.28 -2.39 0.35
N -0.81 4.38 -2.74 -0.36
N -0.40 5.08 -3.81 -0.20
C 0.81 5.01 -4.11 0.14
C 1.44 3.81 -3.68 -0.24
C 1.01 3.07 -2.73 -0.24
H 1.63 1.97 -2.37 0.25
H 2.63 3.69 -4.09 0.22
Cl 1.42 5.93 -5.47 0.00
H -1.70 3.10 -1.04 0.36
H -1.91 1.20 0.37 0.17
H -2.48 -0.73 1.18 0.21
O -2.03 -3.56 1.80 -0.48
C -3.53 -3.10 2.03 -0.30
H -4.27 -3.87 2.36 0.21
H -3.73 -2.86 0.97 0.19
H -3.74 -2.03 2.69 0.18
O 0.25 -4.19 2.09 -0.51
C 1.71 -4.76 2.01 -0.23
H 1.48 -5.79 2.25 0.21
H 2.11 -4.69 1.09 0.18
H 2.10 -4.13 2.73 0.19
H 2.06 -2.28 1.29 0.23
H 3.18 1.57 1.20 0.20
H 1.33 1.43 1.72 0.15
```

Summary:
- Kohn-Sham gap (Ha) = 0.2595
- HOMO energy (Ha) = -0.286
- calculated total energy (eV) = -39370.4224

Entry 2:
ORCA calculation (ωB97M-V with the def2-TZVPD basis set) on an isolated ion of composition C5H11NO and charge +1 in a non-equilibrium geometry.

```
18
Properties=species:S:1:pos:R:3:mulliken_spin:R:1
C -0.97 -1.11 -0.16 -0.01
C -0.87 -2.34 -0.94 0.00
C 0.03 -0.03 -0.71 -0.10
N 0.55 0.85 0.20 0.64
C 1.67 1.82 -0.03 0.00
C -0.14 1.12 1.43 0.01
O 0.37 -0.08 -1.90 0.34
H -0.68 -1.26 0.94 0.00
H -1.98 -0.55 -0.10 -0.01
H 0.15 -2.66 -1.10 0.00
H -1.45 -3.19 -0.52 0.00
H -1.39 -2.30 -1.90 0.00
H 1.88 2.50 0.90 0.00
H 2.68 1.23 -0.26 0.04
H 1.48 2.44 -0.83 0.03
H -0.26 2.29 1.66 0.01
H -1.23 0.79 1.09 0.02
H 0.15 0.49 2.24 0.04
```

Summary:
- Kohn-Sham gap (alpha / beta) (Ha) = 0.4514 / 0.2531
- HOMO energy (alpha / beta) (Ha) = -0.577 / -0.571
- spin multiplicity = 2
- calculated total energy (eV) = -8890.7944
- net charge = +1

Entry 3:
ORCA calculation (ωB97M-V with the def2-TZVPD basis set) on one molecule with the formula C3H4O3.

```
10
Properties=species:S:1:pos:R:3:nbo_charge:R:1
O 0.90 0.42 -0.94 -0.47
C 0.38 -0.67 -0.16 -0.08
C -0.48 0.23 -0.92 0.35
O -1.22 1.19 -0.26 -0.71
C 0.48 -0.51 1.33 0.41
O 0.64 -1.45 2.06 -0.49
H -0.78 2.04 -0.41 0.49
H 0.62 -1.67 -0.54 0.21
H -0.93 -0.11 -1.86 0.17
H 0.39 0.53 1.70 0.13
```

Summary:
- Kohn-Sham gap (Ha) = 0.4018
- HOMO energy (Ha) = -0.375
- calculated total energy (eV) = -9316.4415